# 1
65
Properties=species:S:1:pos:R:3:forces:R:3 method="wB97M-V/def2-TZVPD" smiles="COC[C@H](C)N.COC[C@H](C)N.COC[C@H](C)N.NC(N)=O.O.O" e_tot_ha=-1245.046899 homo_energy_ev=-8.929 de_lowest_kcal_mol=36.01 gap_ha=0.328 spin_multiplicity=1
C -1.9753 -0.9727 -1.5937 -0.209 -1.319 -0.033
O -0.7406 -0.4471 -1.9953 1.093 1.185 -0.317
C 0.0407 -1.2785 -2.8303 0.278 -0.920 -1.445
C -0.4115 -1.2636 -4.3340 -0.870 -0.503 0.557
C 0.2553 -2.3149 -5.2272 0.353 0.579 0.944
N -0.3479 0.0305 -5.0071 0.184 -0.068 0.637
H -1.7362 -1.7896 -0.9127 -0.422 -0.373 0.119
H -2.5109 -1.3609 -2.4600 -0.211 -0.100 0.078
H -2.6344 -0.2785 -1.0725 0.517 0.521 -0.159
H 1.1107 -1.0781 -2.7748 0.054 1.119 0.225
H 0.0784 -2.3198 -2.5104 -0.822 -0.324 0.369
H -1.4669 -1.5297 -4.2757 -0.243 0.027 -0.066
H 1.1529 -1.8122 -5.5873 0.177 -0.399 -0.485
H -0.3988 -2.6275 -6.0412 0.221 0.117 0.021
H 0.5797 -3.1744 -4.6405 -0.127 -0.180 -0.108
H 0.6023 0.1639 -5.3225 0.272 0.077 -0.229
H -0.4583 0.7169 -4.2745 -0.313 0.538 0.025
C -0.8842 4.8657 4.6797 0.013 0.652 -1.555
O -0.9626 3.4976 4.3265 0.115 -0.450 0.062
C -1.3051 3.0948 2.9774 -0.532 -0.864 1.311
C -1.1782 1.5375 2.9790 0.980 0.817 0.878
C 0.2541 1.0520 3.1295 -0.437 1.104 2.387
N -1.4766 1.0430 1.7058 -1.727 -0.170 -2.797
H -0.6882 5.1150 5.7226 0.327 -1.080 0.118
H -1.7874 5.4422 4.4797 -0.462 -0.245 -0.371
H -0.1053 5.3011 4.0538 0.225 0.405 0.158
H -2.3212 3.4264 2.7639 -0.298 -0.156 0.024
H -0.7229 3.4382 2.1222 0.804 0.585 0.363
H -1.8396 1.0746 3.7114 0.036 0.287 0.317
H 0.8537 1.4107 2.2929 0.051 -0.340 -0.006
H 0.1146 -0.0253 3.2193 0.910 -0.042 -0.086
H 0.6148 1.5104 4.0504 0.680 -0.481 0.177
H -1.4129 0.0367 1.6486 -0.269 -0.265 0.327
H -0.6839 1.3375 1.1534 -0.261 0.211 -0.690
C 4.8231 -3.9726 2.1775 0.588 0.323 0.888
O 3.5770 -3.4771 1.8384 -1.867 -0.370 -1.500
C 3.4996 -3.0194 0.4745 0.285 1.201 0.586
C 2.0820 -2.6417 -0.0601 0.747 -0.636 0.141
C 1.2421 -1.8085 0.9127 0.913 -0.701 -0.108
N 1.3353 -3.8437 -0.4679 0.032 -0.261 0.487
H 5.5476 -3.1588 2.1488 0.380 0.094 0.018
H 5.2213 -4.7933 1.5808 -0.333 -0.168 -0.359
H 4.7237 -4.3061 3.2105 0.205 -0.080 -0.023
H 4.1184 -2.1221 0.4724 0.132 0.417 -0.292
H 3.9978 -3.7088 -0.2071 -0.164 -0.417 -0.054
H 2.2515 -2.0711 -0.9732 0.181 0.209 0.022
H 0.2898 -1.6368 0.4110 -0.055 0.231 0.406
H 1.7695 -0.9012 1.2072 -0.197 0.227 -0.289
H 1.1602 -2.3881 1.8322 -0.512 -0.032 0.003
H 1.6531 -4.2226 -1.3486 0.143 0.382 -0.419
H 1.6543 -4.5607 0.1679 -0.491 -0.386 0.467
N -4.3799 1.9129 1.4113 -1.319 -1.700 4.141
C -4.4003 2.4925 0.2393 -2.011 0.320 -1.800
N -3.1868 2.6225 -0.2054 3.447 0.862 -1.496
O -5.3973 2.8032 -0.3865 -1.052 0.262 -0.231
H -5.2363 1.6019 1.8472 0.128 0.321 -0.288
H -3.5176 1.6043 1.8370 -0.087 -0.096 -0.303
H -2.4841 2.3183 0.4532 0.669 -0.009 -0.840
H -2.9854 2.9544 -1.1379 -0.063 -0.030 0.473
O 1.2605 2.4549 -2.8153 0.090 -0.002 -0.387
H 1.5360 2.9850 -3.5632 -0.075 0.272 -0.210
H 2.0386 1.9496 -2.5797 0.236 -0.203 0.171
O 0.0669 1.8818 -0.5303 0.046 0.216 0.887
H -0.1988 0.9836 -0.7277 -0.130 -0.457 -0.495
H 0.3297 2.2456 -1.3757 0.049 0.263 -0.345

# 2
67
Properties=species:S:1:pos:R:3:forces:R:3 method="wB97M-V/def2-TZVPD" smiles="O=C=NB1OB(CON=O)OB(S(=O)(=O)F)O1.NC(N)=O.NC(N)=O.NC(N)=O.NC(N)=O.NC(N)=O.NC(N)=O" e_tot_ha=-2713.341626 homo_energy_ev=-8.759 gap_ha=0.272 spin_multiplicity=1
O -6.6775 -1.4394 7.3392 4.494 5.960 -4.124
C -5.9404 -0.6160 6.7497 0.409 -3.438 3.025
N -4.8943 0.0950 6.3237 -5.505 -2.444 -0.817
B -5.0626 0.2209 4.8338 0.108 1.306 -0.734
O -4.1979 1.0708 4.0184 -0.854 -4.089 -0.139
B -3.7808 0.2865 2.8755 0.793 0.993 -0.840
C -2.7648 1.0350 1.8120 -0.229 1.787 1.110
O -3.2252 0.8328 0.4414 0.644 -0.209 2.094
N -2.3542 1.3490 -0.4574 -1.558 -2.170 -2.484
O -2.7278 0.9091 -1.5259 1.502 1.779 1.243
O -4.1370 -1.0966 2.6034 -2.494 0.378 2.955
B -5.2609 -1.5427 3.3816 0.729 4.033 -0.251
S -5.7791 -3.3375 3.6523 -3.318 -5.285 -2.744
O -5.0688 -4.2918 2.7147 -1.446 3.284 3.621
O -7.2960 -3.3839 3.5278 4.995 0.750 1.075
F -5.4006 -3.7377 5.2746 -0.350 1.060 -2.709
O -6.0797 -0.5376 4.0735 3.591 -1.923 0.327
H -1.6579 0.7700 1.9898 -1.669 0.105 -0.543
H -2.8561 2.1795 2.0175 0.253 -1.900 -0.254
N -2.8286 -3.9991 -1.6653 0.170 -1.013 0.165
C -2.9554 -2.6678 -1.4336 -0.187 0.482 0.454
N -2.7911 -1.8925 -2.5331 0.137 0.547 -0.483
O -3.1967 -2.2096 -0.3291 0.080 -0.218 -0.124
H -2.6305 -4.3858 -2.5704 -0.104 0.009 0.095
H -2.9424 -4.6178 -0.8783 -0.017 0.117 -0.176
H -2.8760 -0.8931 -2.4128 0.079 -0.154 0.001
H -2.5925 -2.2630 -3.4450 -0.203 0.047 0.051
N 0.5086 -2.6577 -3.4925 -0.818 -0.701 0.003
C 1.2949 -1.5698 -3.2937 -0.102 0.687 -0.070
N 2.5906 -1.7469 -3.6535 0.737 0.124 0.161
O 0.8731 -0.5232 -2.8313 0.085 -0.229 0.035
H 0.8487 -3.5228 -3.8726 -0.019 0.107 -0.004
H -0.4647 -2.5771 -3.2403 0.247 0.055 0.096
H 3.2187 -0.9657 -3.5256 0.095 -0.031 -0.173
H 2.9455 -2.6055 -4.0347 0.005 0.113 -0.003
N 5.5846 1.8569 -0.7564 0.309 0.118 -0.378
C 4.8090 1.1049 -1.5717 -0.236 0.012 0.349
N 3.7812 0.4856 -0.9493 -0.501 -0.067 -0.305
O 5.0202 0.9936 -2.7746 0.025 -0.209 -0.338
H 5.4190 1.9531 0.2287 0.139 0.046 -0.119
H 6.3639 2.3385 -1.1736 -0.158 0.051 0.395
H 3.1759 -0.0861 -1.5154 -0.045 0.168 0.313
H 3.5992 0.5690 0.0340 0.074 -0.231 -0.111
N 2.4704 -3.3780 1.8071 0.008 -0.237 0.872
C 2.8382 -2.7561 0.6601 0.265 0.244 -0.119
N 2.1024 -3.0973 -0.4235 -0.185 -0.107 -0.775
O 3.7558 -1.9541 0.6032 -0.026 -0.090 0.196
H 1.7163 -4.0387 1.8597 0.069 0.088 0.013
H 2.9903 -3.1552 2.6405 -0.125 -0.064 -0.179
H 2.3415 -2.6578 -1.2996 -0.077 -0.099 0.180
H 1.3443 -3.7548 -0.3931 0.018 0.140 -0.022
N -4.2359 4.2237 -2.4997 0.207 -0.346 -0.712
C -4.2263 4.3826 -1.1550 0.242 -0.267 0.164
N -5.0162 5.3882 -0.7059 -0.396 0.534 0.587
O -3.5620 3.6791 -0.4108 -0.159 0.235 0.094
H -4.7786 4.7970 -3.1197 0.071 -0.072 0.061
H -3.6633 3.4875 -2.8820 -0.102 0.134 0.071
H -5.0424 5.5460 0.2885 -0.004 -0.014 -0.228
H -5.5654 5.9713 -1.3111 0.059 -0.055 0.083
N 9.5465 2.5230 -0.9454 0.061 -0.714 -0.312
C 8.8664 3.5048 -0.3069 -0.211 -0.038 0.083
N 9.5910 4.6253 -0.0748 0.125 0.765 0.302
O 7.6978 3.3893 0.0309 0.255 0.189 0.043
H 10.5063 2.6091 -1.2266 -0.116 -0.025 0.009
H 9.0496 1.6682 -1.1409 0.128 0.139 0.021
H 9.1282 5.3849 0.3982 0.115 -0.151 -0.111
H 10.5512 4.7287 -0.3488 -0.110 0.003 0.035

# 3
22
Properties=species:S:1:pos:R:3:forces:R:3 method="wB97M-V/def2-TZVPD" e_tot_ha=-1956.040613 homo_energy_ev="-5.994 / -7.506" de_lowest_kcal_mol=15.42 gap_ha="0.198 / 0.248" spin_multiplicity=6
O -0.2789 -1.3610 0.5908 0.047 -0.655 -0.376
O 1.9844 0.3892 1.6503 -0.312 -0.481 0.381
C 0.5095 -1.6771 -0.5342 0.170 0.010 -0.589
C 1.9830 -1.3290 -0.4106 0.253 -0.218 0.153
O 2.2823 0.0714 -0.5159 -0.139 -0.224 -0.321
C 2.3550 0.9068 0.5618 0.007 0.634 -0.254
H 0.0868 -1.1721 -1.4202 0.170 -0.025 0.131
H 0.4836 -2.7547 -0.7794 -0.118 0.072 0.263
H 2.5170 -1.7974 -1.2478 -0.125 0.120 0.154
H 2.3981 -1.7416 0.5219 -0.129 0.090 -0.178
O -1.5246 1.0407 1.1248 -0.205 -0.795 -0.301
C -0.9865 2.1442 0.3764 0.351 0.143 -0.044
C -0.9013 1.5804 -1.0420 0.483 0.187 -0.073
O -1.7999 0.4623 -0.9957 0.151 -0.530 0.064
C -2.0032 0.1040 0.2693 -2.008 1.632 0.293
H -1.6749 2.9921 0.4638 0.085 -0.219 0.018
H -0.0055 2.3989 0.7912 -0.197 -0.037 -0.139
H 0.1031 1.2098 -1.2836 -0.205 0.163 0.077
H -1.2502 2.2747 -1.8115 0.044 -0.213 0.172
O -2.8655 -0.7107 0.5929 1.226 -0.253 -0.095
Li -1.8951 -2.3403 0.8301 0.174 0.630 0.103
Fe 0.4829 -0.6907 2.2676 0.279 -0.032 0.560

# 4
91
Properties=species:S:1:pos:R:3:forces:R:3 method="wB97M-V/def2-TZVPD" e_tot_ha=-3678.559276 homo_energy_ev="-15.341 / -16.336" de_lowest_kcal_mol=0.00 gap_ha="0.191 / 0.145" total_charge=+3 spin_multiplicity=3
Pb -4.0696 -2.0051 -1.3750 1.698 -0.876 -0.882
Pb -3.0645 0.7207 -4.1334 0.634 0.795 0.962
Ag 0.3371 -1.0454 -3.9867 1.309 0.192 -1.989
Ag -2.9039 1.6382 -0.1409 -1.005 1.509 0.178
C -0.4787 -6.4910 -1.5920 -0.497 -0.124 0.553
C -1.1202 -5.2134 -1.0442 -0.193 0.293 -0.629
C -1.5138 -5.1948 0.4355 1.892 0.496 0.391
O -0.2814 -5.4809 1.0880 -0.178 -0.254 -0.190
C -0.3957 -5.6896 2.4655 -0.577 -0.554 2.134
N -0.1305 -4.0744 -1.2416 0.331 0.088 1.137
H 0.1952 -3.9269 -2.2028 -0.441 -0.229 -0.201
H -0.5544 -3.2023 -0.9017 0.034 -0.166 -0.225
H 0.6658 -4.2547 -0.6227 0.030 -0.182 -0.016
H 0.0769 -6.3527 -2.5187 -0.301 0.236 -0.150
H -1.2861 -7.2030 -1.7580 0.152 -0.144 -0.139
H 0.2158 -6.9313 -0.8779 -0.088 0.109 0.148
H -1.9846 -4.8820 -1.6177 0.018 -0.335 -0.311
H -2.3359 -5.8404 0.7475 0.123 -0.379 -0.356
H -1.7554 -4.1701 0.7537 -0.503 0.089 -0.272
H 0.4619 -6.1839 2.9206 0.388 0.110 -0.742
H -1.2332 -6.3448 2.7387 -0.119 -0.062 -0.504
H -0.5458 -4.8014 3.0917 0.053 0.411 -0.612
C -3.9154 3.2451 -2.9491 -0.176 1.207 0.474
O -2.9462 2.4447 -2.3171 0.209 -1.729 -2.060
H -4.1636 4.0850 -2.2891 -0.533 -0.299 0.072
H -3.6016 3.7952 -3.8485 0.455 -0.416 -0.186
H -4.8207 2.6806 -3.2142 -0.339 0.213 0.149
C -2.8425 1.6673 3.0496 0.146 0.379 0.967
C -1.7075 2.7270 3.0505 0.119 -1.889 0.527
C -0.3882 1.9788 3.4556 -1.777 1.928 -0.508
C 0.7747 2.9558 3.3350 0.640 -1.208 0.100
C 0.9373 3.3008 1.8658 0.116 -0.156 -0.050
C -0.3316 3.9177 1.2648 0.785 0.932 -1.199
N -1.5576 3.1443 1.6369 -0.008 2.006 0.445
O -2.6486 3.5983 1.0857 0.415 -0.562 -0.055
C -0.1640 3.9097 -0.2609 -0.331 -1.724 -0.724
C -0.4439 5.4238 1.5991 -1.037 -0.384 0.228
C -2.0654 3.8307 4.0634 0.440 0.223 -0.885
H -3.8425 2.0725 2.8872 0.173 0.053 -0.920
H -3.0085 1.2687 4.0556 0.633 -0.093 0.061
H -2.5010 0.8315 2.4336 -0.534 -0.068 -0.312
H -0.2482 1.1952 2.7127 0.107 -0.410 0.191
H -0.6288 1.5895 4.4431 0.625 -0.165 0.092
H 1.6011 2.3500 3.7197 0.536 0.655 -0.157
H 0.7201 3.8849 3.8982 -0.271 -0.249 0.356
H 1.2359 2.4272 1.2735 -0.305 -0.269 0.170
H 1.7589 3.9986 1.6916 -0.097 0.195 0.190
H 0.5403 4.6341 -0.6656 0.064 0.164 0.428
H -1.0872 3.9892 -0.8386 -0.180 0.459 0.388
H 0.1824 2.9011 -0.5337 0.226 0.055 -0.125
H -1.1659 5.8694 0.9136 0.009 0.025 -0.006
H 0.5187 5.8946 1.4190 0.022 0.045 0.292
H -0.8445 5.6078 2.5945 0.471 0.142 0.109
H -1.2495 4.4210 4.4816 0.340 -0.411 -0.143
H -2.5241 3.2915 4.8878 -0.526 0.551 0.043
H -2.6505 4.5757 3.5228 -0.796 -0.249 0.540
S -1.8397 -2.9043 -4.2291 -0.949 -0.511 -2.060
O -1.7924 -1.4056 -4.4528 -1.362 1.970 -0.224
O -0.4366 -3.2251 -3.9711 0.409 -1.035 1.061
O -2.7349 -3.1211 -3.0266 -0.595 0.527 1.556
O -2.3966 -3.5463 -5.3700 -0.047 -0.130 0.338
S -1.3419 -0.6932 -1.1955 1.725 2.044 1.798
O -1.8532 -1.8712 -0.4462 -0.841 -0.911 -0.436
O -0.1378 -0.9742 -1.9682 -0.966 -0.138 2.254
O -2.4744 -0.2138 -2.0565 -1.801 -1.180 -1.065
O -1.1633 0.3980 -0.2432 1.592 -1.016 -0.081
C 2.5848 -1.1285 0.1931 0.467 0.087 0.153
C 2.6649 -1.2523 1.7089 -0.902 0.858 -0.060
C 1.2706 -1.4122 2.3690 -0.230 -0.001 -1.035
O 1.2015 -2.7954 2.5906 0.016 -0.567 0.364
C 2.4458 -3.3191 2.5703 0.073 -1.589 0.795
O 2.6940 -4.4260 2.9243 -0.031 0.283 -0.319
O 3.3481 -2.4462 2.1071 0.031 1.222 -0.331
H 2.3396 -2.0986 -0.2419 -0.076 0.136 -0.236
H 3.5498 -0.7732 -0.1768 0.120 -0.417 -0.114
H 1.8750 -0.3506 -0.0939 -0.307 -0.199 0.102
H 3.1347 -0.3315 2.0561 0.428 -0.428 0.494
H 0.4616 -1.2369 1.6490 0.139 0.655 0.222
H 1.1004 -0.8718 3.3012 0.211 0.075 -0.077
F 2.3464 0.1730 -3.0749 0.043 0.488 0.290
C 3.3009 1.0608 -3.0513 2.005 1.075 -0.483
C 3.1007 2.4081 -2.6248 -1.288 -0.017 0.551
C 4.1459 3.2888 -2.5611 -0.219 -0.886 -0.755
C 5.3769 2.8531 -3.0968 0.896 0.024 1.060
C 5.6121 1.5339 -3.6085 -0.077 1.401 0.903
C 4.5925 0.6580 -3.5070 -0.209 -1.252 -0.973
H 2.0942 2.6758 -2.3194 0.070 0.083 0.188
H 4.1276 4.2879 -2.1507 -0.537 0.000 -0.002
H 6.2077 3.5125 -2.8657 0.229 -0.071 -0.613
H 6.6320 1.3101 -3.8874 -0.181 -0.395 -0.373
H 4.7422 -0.3412 -3.9020 -0.210 -0.161 0.332